# C31H62F12N9O17S4

11 unconnected molecules or ions with the total composition C31H62F12N9O17S4 (ωB97M-V/def2-TZVPD, the Open Molecules 2025 dataset).

```
135
C31H62F12N9O17S4, DFT ωB97M-V/def2-TZVPD
C 5.5881 -0.7496 6.8751
C 4.1053 -0.4302 7.0174
O 3.4116 -0.9781 7.9186
N 3.3573 0.2721 5.9159
H 3.8925 0.3226 5.0609
H 2.4780 -0.1479 5.6504
C 2.8815 1.7021 6.3011
H 5.6254 -1.4894 6.0754
H 5.9152 -1.1806 7.8214
H 6.2569 0.0758 6.6310
H 3.6057 2.3239 6.8275
H 1.9812 1.6695 6.9147
H 2.6827 2.2621 5.3873
C -1.4288 3.1410 -6.7797
C -0.1652 3.0409 -7.6310
O 0.8888 3.6825 -7.4345
N -0.1755 1.8332 -8.6129
H -1.1630 1.7107 -8.7863
H 0.2729 2.2151 -9.4333
C 0.6611 0.5828 -8.2277
H -1.1949 2.9955 -5.7250
H -2.1421 2.3532 -7.0219
H -1.9532 4.0948 -6.8365
H 0.5405 -0.0861 -9.0799
H -0.0093 0.3038 -7.4148
H 1.6240 1.0173 -7.9593
C 2.3456 -6.6821 4.9988
C 1.0524 -6.5229 4.3189
O 0.1841 -7.3827 4.1573
N 0.8278 -5.2077 3.5807
H 0.1756 -4.6956 4.1573
H 1.7176 -4.7346 3.5137
C 0.2091 -5.4777 2.1824
H 2.4756 -7.7189 5.3091
H 2.5106 -5.9045 5.7445
H 2.9372 -6.7884 4.0895
H -0.8302 -5.7635 2.3446
H 0.8818 -6.1487 1.6483
H 0.2224 -4.6012 1.5345
C -2.8220 5.0880 6.9502
C -3.4729 4.9501 5.5284
O -4.2583 4.0840 5.2935
N -3.1046 6.0356 4.5378
H -2.1432 6.2523 4.7589
H -3.0868 5.6043 3.6247
C -3.9015 7.3778 4.8023
H -2.6610 4.0666 7.2953
H -3.4797 5.6810 7.5857
H -1.8628 5.5995 6.8711
H -3.6937 7.6299 5.8422
H -4.8766 7.1656 4.3637
H -3.5641 8.1986 4.1695
C -9.2155 2.3811 3.9093
C -8.2078 1.3143 3.7016
O -8.2261 0.3186 4.4576
N -7.0639 1.5697 2.5778
H -7.0593 2.5709 2.4447
H -6.1952 1.3058 3.0203
C -7.4044 0.8345 1.2653
H -8.9315 2.9499 4.7946
H -10.2121 1.9413 3.9470
H -9.0818 3.1270 3.1258
H -6.5317 0.8070 0.6127
H -8.1905 1.3252 0.6915
H -7.5963 -0.2090 1.5148
C 1.0831 -5.0894 -9.3313
C 0.2529 -5.3576 -8.0966
N 1.0271 -5.1398 -6.8618
C 0.7273 -4.3166 -5.7712
C 1.8350 -4.4622 -4.8472
N 2.6910 -5.3982 -5.3097
C 2.2247 -5.7530 -6.5582
C 3.9203 -5.8069 -4.6999
H 1.3856 -4.0670 -9.5576
H 0.5900 -5.4130 -10.2480
H 2.0086 -5.6524 -9.4520
H -0.0028 -6.4088 -7.9639
H -0.6638 -4.7703 -8.0421
H -0.1808 -3.7454 -5.8953
H 1.9789 -4.0436 -3.8621
H 2.7484 -6.3278 -7.3077
H 4.5911 -4.9500 -4.6381
H 4.4089 -6.6370 -5.2101
H 3.6620 -6.0961 -3.6812
C 6.3203 4.3395 -3.8027
C 4.8323 4.5401 -4.1771
N 4.0240 4.5733 -2.9326
C 4.2707 4.1403 -1.6389
C 3.2842 4.5390 -0.7718
N 2.2979 5.1957 -1.5475
C 2.8682 5.2838 -2.8086
C 1.0502 5.6282 -1.1781
H 6.6426 3.3567 -3.4586
H 6.7267 5.0738 -3.1071
H 7.0224 4.4794 -4.6247
H 4.4552 3.6528 -4.6857
H 4.6538 5.3744 -4.8555
H 5.0604 3.4254 -1.4609
H 2.9507 4.3412 0.2362
H 2.3985 5.8163 -3.6223
H 0.3977 5.4250 -2.0273
H 1.0341 6.6457 -0.7877
H 0.6837 4.9300 -0.4256
C -2.4966 -1.6513 9.0208
F -1.5586 -0.6380 8.8257
F -2.5626 -1.8026 10.3689
F -3.6086 -1.2049 8.4772
S -1.9485 -3.2609 8.2185
O -3.1018 -4.1178 8.3648
O -1.5931 -2.9006 6.8421
O -0.8157 -3.7533 8.9753
C 6.9735 -2.2922 0.7262
F 7.3353 -3.4448 1.1874
F 7.7155 -1.3489 1.2316
F 7.1213 -2.2870 -0.6401
S 4.9878 -2.1986 1.2221
O 4.7053 -3.0667 2.3715
O 4.7357 -0.8042 1.5788
O 4.2832 -2.7675 0.0007
C -0.9907 0.2004 -0.0387
F 0.2483 -0.0363 -0.2615
F -1.4395 1.1564 -0.7031
F -1.5672 -0.9455 -0.4143
S -1.3172 0.5820 1.8434
O -0.3924 -0.2445 2.6373
O -1.2446 2.0026 2.0734
O -2.6783 0.1526 2.0497
C -5.2820 -0.3679 -5.2263
F -6.4064 -0.8099 -4.5576
F -5.6364 0.8242 -5.7028
F -4.1058 -0.4217 -4.4944
S -5.0476 -1.5268 -6.7074
O -4.5328 -2.7393 -6.1090
O -6.3661 -1.6314 -7.2488
O -4.0774 -0.8590 -7.6208
```

Values from the calculation:
E_LUMO (eV): -6.94
Multiplicity: 1
Charge: +3
Frontier orbital gap (Eh): 0.151
M (g/mol): 1189.13

=====

# C31H62F2IN3O12PS

A molecular structure, C31H62F2IN3O12PS (ωB97M-V/def2-TZVPD, the Open Molecules 2025 dataset).

```
113
C31H62F2IN3O12PS, DFT ωB97M-V/def2-TZVPD
C 9.0470 -0.3226 1.3934
C 8.2773 0.7347 0.5151
C 7.0434 1.4052 1.2460
O 6.1730 0.4485 1.8685
C 4.8743 1.0008 2.1364
N 3.7895 0.3392 1.3898
C 4.2290 0.2284 0.0294
N 4.8977 -0.8640 -0.2841
C 5.3736 -1.2033 -1.6327
F 4.3628 -1.4568 -2.5452
C 6.2356 -2.5274 -1.4803
C 5.2968 -3.7682 -1.1739
N 3.9145 1.0702 -1.0913
C 2.7843 1.9310 -0.5970
S 2.4001 3.2259 -1.8048
C 1.6602 2.8420 -3.4143
O 3.7810 3.7653 -2.1567
O 1.6953 4.4431 -1.2801
C 1.6795 1.0875 0.1927
C 1.1398 -0.2102 -0.5502
C 1.1069 -0.0747 -2.1494
C 1.8055 -1.6266 -0.3791
C 0.6877 -2.7269 -0.0237
C -0.0551 -3.2997 -1.2871
P 0.0492 2.0654 0.3866
O 0.1419 3.4177 1.0163
O -1.0659 1.1867 1.3175
O -0.7265 2.3000 -1.0903
C 2.4109 0.8337 1.5953
I 1.3131 -0.7418 2.7847
C 2.2094 1.9419 2.7174
C 2.6896 3.4070 2.5483
F 0.9038 1.9846 3.2746
H 8.3986 -1.0642 1.9149
H 9.7493 -0.8679 0.6979
H 9.7229 0.2460 2.0893
H 7.9981 0.3694 -0.5128
H 8.9970 1.5856 0.3342
H 6.5380 2.0367 0.4503
H 7.4154 2.1023 2.0475
H 4.7325 0.8106 3.2378
H 4.9878 2.1037 1.9198
H 5.0959 -1.5179 0.4795
H 6.0284 -0.3525 -1.9704
H 6.9442 -2.6792 -2.3247
H 6.8549 -2.3734 -0.5463
H 4.2212 -3.4470 -1.0556
H 5.3015 -4.5362 -1.9837
H 5.5646 -4.2827 -0.2093
H 4.7478 1.6688 -1.2349
H 3.3323 2.5331 0.1948
H 0.5401 2.8172 -3.3722
H 2.0707 1.9300 -3.9295
H 1.9202 3.7026 -4.0940
H 0.0490 -0.3915 -0.3149
H 0.2991 0.5912 -2.5302
H 0.8877 -1.0844 -2.5975
H 2.0886 0.2364 -2.5816
H 2.2979 -2.0401 -1.3084
H 2.5737 -1.7549 0.4221
H -0.0423 -2.2819 0.6991
H 1.1886 -3.5830 0.5124
H -0.8464 -4.0064 -0.9046
H -0.6303 -2.5089 -1.8482
H 0.6729 -3.8188 -1.9565
H -1.6412 0.7286 0.6696
H -1.6730 2.4713 -0.9271
H 2.7452 1.5523 3.6347
H 3.7656 3.6025 2.8308
H 2.5412 3.8838 1.5447
H 2.0958 4.0427 3.2653
O -3.9467 -0.5957 0.2952
C -4.4982 0.0220 1.1777
O -3.9705 0.0518 2.4124
C -4.4319 0.9048 3.4738
C -5.5864 0.2712 4.2235
C -5.8228 0.6883 0.9390
H -4.6709 1.9012 3.0976
H -3.5862 1.0253 4.1518
H -6.4519 0.1200 3.5753
H -5.8891 0.8998 5.0620
H -5.3001 -0.7114 4.6055
H -6.6222 -0.0425 1.0695
H -5.8392 1.0598 -0.0862
H -6.0025 1.5488 1.5790
O -5.1451 3.2249 -1.5171
C -5.5026 3.0588 -2.6561
O -6.4799 2.1822 -2.9252
C -7.1102 2.0482 -4.2067
C -6.3264 1.1172 -5.1082
C -4.8056 3.7529 -3.7956
H -7.2833 3.0256 -4.6611
H -8.0943 1.6194 -4.0144
H -5.3273 1.5047 -5.3150
H -6.8450 0.9762 -6.0578
H -6.1972 0.1447 -4.6296
H -3.9237 3.1776 -4.0783
H -4.4950 4.7414 -3.4568
H -5.4366 3.9106 -4.6674
O -5.0973 -3.4524 4.6597
C -5.4485 -3.6157 3.5194
O -6.4225 -4.4971 3.2402
C -7.0429 -4.6265 1.9561
C -6.2494 -5.5491 1.0542
C -4.7480 -2.9126 2.3882
H -7.2171 -3.6471 1.5054
H -8.0266 -5.0607 2.1397
H -5.2508 -5.1559 0.8563
H -6.7614 -5.6871 0.1003
H -6.1192 -6.5235 1.5283
H -3.8616 -3.4813 2.1063
H -4.4462 -1.9256 2.7309
H -5.3770 -2.7535 1.5142
```

Values from the calculation:
E_LUMO (eV): -4.15
Multiplicity: 1
Charge: +1
Frontier orbital gap (Eh): 0.266
M (g/mol): 896.79

=====

# C31H62O15

8 unconnected molecules or ions with the total composition C31H62O15 (ωB97M-V/def2-TZVPD, the Open Molecules 2025 dataset).

```
108
C31H62O15, DFT ωB97M-V/def2-TZVPD
C -1.2142 -0.7191 -5.4805
C 0.3318 -0.9381 -5.4315
O 0.9298 0.2049 -4.6755
C 2.3058 0.3219 -4.7185
C 2.7708 1.4589 -3.8715
O 3.0798 -0.4511 -5.2785
H -1.5212 0.1579 -5.9505
H -1.6142 -0.8451 -4.6465
H -1.7732 -1.6001 -5.9185
H 0.6948 -1.8311 -5.1245
H 0.7098 -1.0621 -6.4765
H 2.6728 2.3929 -4.4215
H 3.8268 1.2739 -3.5445
H 2.0818 1.3829 -3.0625
C 0.4458 6.4339 0.5715
C 0.7078 5.0839 -0.0395
O 1.4018 4.2449 0.9965
C 2.2538 3.3229 0.5415
C 3.0018 2.5949 1.5805
O 2.2198 2.8619 -0.6115
H 0.0198 6.2839 1.6235
H -0.4372 7.0289 0.0675
H 1.2768 7.0869 0.7095
H -0.1522 4.7179 -0.2365
H 1.1408 5.1639 -0.9745
H 3.8848 2.4819 1.3285
H 2.6018 1.5699 1.5985
H 3.0098 2.8429 2.6385
C -2.6052 3.5289 1.9065
C -1.2572 2.9489 2.4635
O -1.5242 2.2579 3.6205
C -0.5252 1.9129 4.5365
C -0.9322 1.1449 5.7775
O 0.6588 2.2089 4.3625
H -2.6302 4.4759 1.2355
H -3.1692 4.0649 2.7215
H -3.2072 2.8349 1.3075
H -0.6552 2.4879 1.5445
H -0.5612 3.8919 2.5975
H -0.1082 0.3069 5.9435
H -1.8962 0.8179 5.7365
H -0.7572 1.6649 6.6655
C -3.6332 3.7589 -1.7845
C -4.1332 2.6339 -2.7145
O -4.6562 1.6479 -1.8765
C -4.8162 0.3709 -2.3985
C -5.0542 -0.7181 -1.3675
O -4.5652 0.1629 -3.5925
H -4.3992 4.3279 -1.4885
H -3.3482 4.6839 -2.3125
H -2.9342 3.4149 -1.1185
H -4.9412 3.0159 -3.4605
H -3.3502 2.4359 -3.3845
H -6.2032 -0.7241 -1.0065
H -4.5302 -0.3971 -0.5175
H -4.7042 -1.7611 -1.5555
C -0.2112 -4.4761 1.4055
C 0.7778 -4.6591 0.2845
O 0.0958 -4.5781 -0.9535
C 0.7328 -4.2821 -2.0555
C -0.2492 -4.2261 -3.2285
O 1.8838 -4.0991 -2.1305
H 0.1538 -4.6571 2.2965
H -0.7602 -5.3351 1.2155
H -0.7762 -3.3921 1.3895
H 1.5128 -3.9781 0.3665
H 1.1558 -5.6391 0.3595
H 0.2248 -3.5831 -3.8415
H -1.1082 -3.7791 -2.7435
H -0.4612 -5.2421 -3.7105
C 5.4598 -1.0901 -1.8355
C 4.2838 -2.1271 -1.3175
O 4.5378 -2.5201 0.0245
C 3.8738 -1.9281 0.9935
C 3.6268 -2.7341 2.2215
O 3.4688 -0.7471 1.0255
H 5.3808 -1.2461 -2.9405
H 6.2438 -1.6631 -1.6025
H 5.5628 0.0049 -1.3395
H 3.2788 -1.6591 -1.4325
H 4.3578 -2.9081 -1.9855
H 2.9808 -2.1331 2.9705
H 4.4468 -2.8601 2.6085
H 3.4278 -3.5951 1.8155
C -3.2892 -3.1281 5.0315
C -1.6852 -3.0441 5.1365
O -1.2062 -2.2701 4.1415
C 0.0318 -1.7841 4.1855
C 0.3388 -1.0651 2.8095
O 0.8908 -2.0111 5.0165
H -3.7312 -3.3881 3.9265
H -3.7822 -2.1301 5.5005
H -3.7182 -4.0671 5.6495
H -1.2732 -2.8781 6.0455
H -1.5072 -4.1911 4.9065
H 0.8638 -1.8281 2.1155
H 1.2918 -0.2911 3.0525
H -0.3252 -0.4501 2.3955
C 0.8178 -0.5391 -0.9895
C -0.6512 -0.1001 -1.0925
C -0.8102 1.3989 -1.2975
O -1.6202 -0.8081 -0.6955
H 1.3478 0.1009 -0.2205
H 1.4798 -0.5851 -1.8385
H 0.9288 -1.5591 -0.5855
H -1.0742 1.3749 -2.3155
H 0.2778 1.8709 -0.9845
H -1.7152 1.6449 -0.7925
```

Values from the calculation:
E_LUMO (eV): 0.58
SMILES: CCOC(C)=O.CCOC(C)=O.CCOC(C)=O.CCOC(C)=O.CCOC(C)=O.CCOC(C)=O.CCOC(C)=O.CC(C)=O
Multiplicity: 1
Energy relative to the best compared isomer or geometry (same formula, charge and spin) (kcal per mole): 52.2
Frontier orbital gap (Eh): 0.374
M (g/mol): 674.82

=====

# C31H63BBr2Cl22N

12 unconnected molecules or ions with the total composition C31H63BBr2Cl22N (ωB97M-V/def2-TZVPD, the Open Molecules 2025 dataset).

```
120
C31H63BBr2Cl22N, DFT ωB97M-V/def2-TZVPD
C 1.2255 -4.1920 -0.0005
C 0.8586 -2.7134 -0.2457
B -0.0813 -2.3307 -1.5569
C 0.1000 -3.3079 -2.8623
C 1.5623 -3.3301 -3.3533
C 2.0025 -2.0629 -4.0856
C 3.3890 -2.2353 -4.7417
N 3.3283 -2.1830 -6.2195
C -1.6673 -2.0995 -1.1680
Br -2.2933 -0.2512 -1.2413
C -2.6237 -2.9439 -0.7935
C -4.0669 -2.6538 -0.4599
Br -2.1844 -4.8004 -0.6143
H 0.4752 -4.6826 0.6234
H 2.1619 -4.2551 0.5727
H 1.3875 -4.7578 -0.9209
H 0.3993 -2.3360 0.6790
H 1.7983 -2.1601 -0.3548
H 0.2937 -1.2151 -1.9334
H -0.1952 -4.3478 -2.6845
H -0.4835 -2.8782 -3.6886
H 2.2571 -3.4880 -2.5182
H 1.6990 -4.1690 -4.0533
H 1.3056 -1.8028 -4.8879
H 2.0798 -1.2332 -3.3786
H 4.1113 -1.5190 -4.3278
H 3.7759 -3.2263 -4.4786
H 4.1250 -2.6845 -6.5998
H 3.4637 -1.2242 -6.5236
H -4.6074 -3.5797 -0.2597
H -4.0992 -2.0474 0.4486
H -4.5764 -2.1526 -1.2832
Cl -7.1645 -2.5117 -2.7761
C -7.9871 -0.9972 -2.3161
C -7.1103 -0.1207 -1.4608
Cl -6.8036 -0.8412 0.1424
H -8.9108 -1.2620 -1.8075
H -8.2319 -0.4751 -3.2406
H -7.5929 0.8409 -1.3039
H -6.1441 0.0497 -1.9316
Cl -9.4712 -4.2998 -7.7166
C -7.7196 -4.3707 -7.3571
C -7.3204 -3.4508 -6.2355
Cl -7.4586 -1.7320 -6.6995
H -7.1878 -4.1390 -8.2733
H -7.4973 -5.3991 -7.0768
H -6.2781 -3.6262 -5.9737
H -7.9284 -3.6041 -5.3488
Cl 3.4263 2.4663 -0.1781
C 2.1445 1.2090 -0.2012
C 1.5303 1.0030 1.1567
Cl 2.6989 0.3248 2.3279
H 2.5992 0.3028 -0.5789
H 1.3742 1.5293 -0.9018
H 0.7038 0.3003 1.0712
H 1.1637 1.9381 1.5726
Cl 5.0752 -0.8148 5.6274
C 4.1019 0.6674 5.8349
C 4.8365 1.7188 6.6208
Cl 5.0696 1.2505 8.3318
H 3.1682 0.3856 6.3119
H 3.8806 1.0442 4.8375
H 4.2569 2.6401 6.6205
H 5.8188 1.9186 6.1999
Cl 9.9889 -0.0927 6.3070
C 8.9120 -1.3894 6.8900
C 8.4625 -1.1611 8.3083
Cl 9.8058 -1.3271 9.4786
H 9.4396 -2.3333 6.7800
H 8.0382 -1.3978 6.2423
H 7.7125 -1.9022 8.5779
H 8.0324 -0.1707 8.4330
Cl 12.4473 2.6048 11.0243
C 11.2924 1.3834 11.6223
C 10.3789 1.9364 12.6841
Cl 11.2447 2.3110 14.1999
H 11.8655 0.5374 11.9929
H 10.7009 1.0572 10.7693
H 9.6184 1.1962 12.9269
H 9.8892 2.8470 12.3488
Cl -5.5681 3.1217 -0.3154
C -4.7862 3.3919 -1.8968
C -5.7569 3.9310 -2.9146
Cl -6.9958 2.7211 -3.3591
H -4.3500 2.4474 -2.2175
H -3.9864 4.1146 -1.7435
H -5.2295 4.1965 -3.8281
H -6.2736 4.8115 -2.5381
Cl 0.6508 -0.0215 6.9197
C -0.1712 0.8994 8.2021
C -0.1570 2.3819 7.9323
Cl 1.4823 3.0771 8.0626
H 0.3124 0.6644 9.1470
H -1.2005 0.5460 8.2359
H -0.7747 2.8927 8.6690
H -0.5361 2.6073 6.9389
Cl -4.5354 -4.1469 -8.5323
C -3.7509 -5.2619 -9.6772
C -4.5325 -5.3859 -10.9596
Cl -6.0963 -6.2093 -10.7136
H -3.6419 -6.2238 -9.1829
H -2.7605 -4.8618 -9.8873
H -3.9668 -5.9785 -11.6767
H -4.7377 -4.4100 -11.3919
Cl -3.4123 6.0013 -4.3504
C -4.1799 7.5461 -3.9049
C -3.3125 8.3660 -2.9856
Cl -3.1592 7.6139 -1.3763
H -5.1392 7.3221 -3.4437
H -4.3578 8.0920 -4.8301
H -3.7625 9.3464 -2.8386
H -2.3132 8.4941 -3.3943
Cl 0.2643 4.7579 1.1836
C 0.9927 4.9416 -0.4369
C -0.0133 5.3762 -1.4597
Cl -1.2020 4.0942 -1.8029
H 1.4593 4.0008 -0.7009
H 1.7707 5.6987 -0.3501
H 0.4946 5.6030 -2.3965
H -0.5589 6.2598 -1.1366
```

Values from the calculation:
E_LUMO (eV): 1.57
Multiplicity: 1
Charge: -1
Energy relative to the best compared isomer or geometry (same formula, charge and spin) (kcal per mole): 0.0
Frontier orbital gap (Eh): 0.242
M (g/mol): 1400.44